[1]
C72H84F14N19O28S14 | ωB97M-V/def2-TZVPD

Geometry as ORCA input:
```
! RIJCOSX wB97M-V def2-TZVPD def2/J DEFGRID3
* xyz 4 2
C -2.806 15.581 -3.459
N -2.586 14.212 -3.029
C -1.367 13.905 -2.572
C -1.048 12.631 -2.082
C -2.100 11.667 -2.016
C -3.338 12.039 -2.504
C -3.590 13.295 -3.053
C -1.892 10.351 -1.308
C -1.136 10.247 -0.157
C -0.846 9.039 0.452
N -1.316 7.898 -0.044
C -2.256 7.966 -1.070
C -2.534 9.150 -1.755
C -1.065 6.675 0.712
H -1.993 15.883 -4.120
H -2.800 16.263 -2.609
H -3.779 15.653 -3.944
H -0.509 14.544 -2.723
H -0.039 12.488 -1.723
H -4.156 11.346 -2.639
H -4.460 13.700 -3.548
H -0.507 11.097 0.063
H -0.146 8.893 1.262
H -2.742 7.076 -1.443
H -3.244 9.125 -2.568
H -0.658 6.922 1.693
H -0.382 6.076 0.109
H -2.044 6.207 0.819
C 13.717 -1.637 -4.504
N 12.466 -1.674 -3.781
C 12.475 -1.933 -2.446
C 11.245 -2.117 -1.715
C 10.090 -1.875 -2.404
C 10.169 -1.492 -3.756
C 11.372 -1.422 -4.428
C 8.689 -2.123 -1.871
C 8.366 -1.949 -0.484
C 7.112 -2.069 0.051
N 6.144 -2.551 -0.785
C 6.391 -2.800 -2.112
C 7.653 -2.676 -2.704
C 4.799 -2.865 -0.220
H 14.146 -0.647 -4.352
H 13.673 -2.058 -5.509
H 14.389 -2.300 -3.960
H 13.449 -2.090 -2.005
H 11.257 -2.430 -0.682
H 9.330 -1.246 -4.391
H 11.465 -1.115 -5.460
H 9.172 -1.639 0.165
H 6.836 -2.059 1.096
H 5.512 -3.222 -2.576
H 7.756 -2.882 -3.759
H 4.980 -3.896 0.083
H 4.117 -2.808 -1.069
H 4.709 -2.156 0.603
C -5.687 -3.763 -6.625
N -4.527 -3.126 -5.948
C -3.740 -3.849 -5.148
C -2.564 -3.342 -4.624
C -2.159 -2.052 -4.984
C -3.118 -1.256 -5.627
C -4.266 -1.802 -6.135
C -0.837 -1.569 -4.593
C -0.696 -0.331 -3.884
C 0.597 0.228 -3.612
N 1.666 -0.528 -3.977
C 1.562 -1.669 -4.751
C 0.309 -2.247 -5.056
C 2.916 0.027 -3.623
H -6.573 -3.250 -6.249
H -5.628 -4.850 -6.570
H -5.699 -3.565 -7.697
H -4.090 -4.855 -4.974
H -1.960 -3.917 -3.937
H -2.817 -0.237 -5.822
H -4.876 -1.217 -6.807
H -1.593 0.248 -3.725
H 0.789 1.243 -3.294
H 2.528 -2.063 -5.029
H 0.188 -3.191 -5.567
H 3.147 0.961 -4.136
H 3.706 -0.612 -4.017
H 3.021 0.117 -2.542
C 1.524 -9.247 5.558
N 0.661 -8.574 4.650
C 0.239 -9.298 3.619
C -0.554 -8.695 2.610
C -0.879 -7.288 2.724
C -0.486 -6.584 3.892
C 0.333 -7.266 4.804
C -1.649 -6.510 1.625
C -1.360 -6.828 0.279
C -2.109 -6.215 -0.707
N -3.184 -5.357 -0.407
C -3.423 -5.104 0.909
C -2.779 -5.740 1.935
C -3.977 -4.650 -1.464
H 2.413 -9.538 5.000
H 0.962 -10.135 5.847
H 1.738 -8.704 6.478
H 0.520 -10.337 3.529
H -0.764 -9.352 1.779
H -0.787 -5.558 4.040
H 0.686 -6.806 5.715
H -0.436 -7.362 0.114
H -1.855 -6.293 -1.754
H -4.226 -4.406 1.095
H -3.051 -5.436 2.935
H -3.223 -3.934 -1.789
H -4.887 -4.192 -1.076
H -4.019 -5.272 -2.358
C -4.871 1.964 3.529
N -5.697 1.893 2.250
C -5.618 2.963 1.435
C -6.503 3.091 0.323
C -7.387 1.972 0.025
C -7.346 0.858 0.883
C -6.526 0.842 2.003
C -8.237 2.116 -1.167
C -9.475 1.429 -1.222
C -10.386 1.663 -2.304
N -9.897 2.383 -3.396
C -8.589 2.859 -3.418
C -7.805 2.773 -2.295
C -10.693 2.589 -4.587
H -5.465 2.462 4.297
H -3.861 2.347 3.382
H -4.719 1.012 4.038
H -4.811 3.668 1.574
H -6.230 3.935 -0.292
H -7.933 -0.036 0.733
H -6.616 0.026 2.705
H -9.791 0.971 -0.297
H -11.379 1.265 -2.452
H -8.213 3.412 -4.266
H -6.794 3.151 -2.327
H -10.727 1.708 -5.229
H -10.454 3.481 -5.165
H -11.689 2.617 -4.145
C 3.281 -5.791 2.491
N 2.517 -4.565 2.396
C 2.910 -3.390 3.022
C 2.273 -2.177 2.683
C 1.172 -2.142 1.889
C 0.665 -3.382 1.435
C 1.403 -4.564 1.615
C 0.706 -0.835 1.564
C 0.458 -0.364 0.259
C -0.114 0.946 0.174
N -0.489 1.669 1.255
C -0.256 1.230 2.530
C 0.355 -0.025 2.730
C -1.111 2.971 1.000
H 3.490 -5.883 3.556
H 4.098 -5.909 1.779
H 2.528 -6.571 2.377
H 3.766 -3.553 3.661
H 2.728 -1.377 3.246
H -0.239 -3.478 0.852
H 1.113 -5.456 1.080
H 0.831 -0.831 -0.640
H -0.270 1.372 -0.806
H -0.504 2.008 3.237
H 0.497 -0.385 3.738
H -0.570 3.477 0.200
H -1.061 3.650 1.851
H -2.150 2.737 0.771
N -1.876 2.309 7.874
S -0.791 1.590 8.694
O 0.604 2.108 8.505
O -0.852 0.189 8.951
F -1.246 2.302 10.125
S -1.211 1.874 6.367
O -1.151 0.405 6.125
O -0.148 2.711 6.021
F -2.430 2.350 5.425
N -4.419 -1.985 1.780
S -3.185 -1.906 2.710
O -2.690 -0.556 3.110
O -2.084 -2.838 2.484
F -3.893 -2.360 4.113
S -3.587 -1.094 0.504
O -2.465 -1.734 -0.157
O -3.561 0.349 0.658
F -4.728 -1.259 -0.636
N -1.352 2.596 -2.520
S -2.970 2.485 -2.331
O -3.689 2.143 -3.595
O -3.700 3.225 -1.309
F -2.988 0.982 -1.657
S -1.294 4.078 -2.670
O -1.684 4.885 -1.564
O -1.670 4.471 -4.020
F 0.286 4.466 -2.738
N 5.552 -1.385 3.265
S 6.138 0.207 3.630
O 7.582 0.491 3.313
O 5.481 0.828 4.798
F 5.532 1.026 2.322
S 6.620 -2.161 3.944
O 6.666 -2.257 5.384
O 7.917 -2.199 3.295
F 6.141 -3.649 3.604
N 1.769 -5.400 -1.242
S 1.288 -4.366 -2.482
O 0.890 -4.833 -3.766
O 1.858 -3.022 -2.410
F -0.242 -4.036 -1.980
S 2.926 -5.947 -2.009
O 4.042 -5.024 -2.123
O 2.704 -7.034 -2.990
F 3.409 -6.913 -0.747
N 1.854 3.726 2.232
S 2.574 3.839 0.733
O 1.997 2.964 -0.323
O 3.900 4.374 0.485
F 1.802 5.190 0.340
S 2.871 2.890 2.966
O 4.085 3.636 3.469
O 3.118 1.560 2.449
F 2.077 2.629 4.355
N 1.198 -3.521 7.525
S 0.915 -2.995 6.164
O 0.571 -3.981 5.209
O 1.598 -1.765 5.697
F -0.561 -2.279 6.552
S 2.869 -3.834 7.174
O 3.875 -2.896 7.757
O 3.272 -4.504 5.977
F 2.998 -4.986 8.229
*
```

Results
**Expectation value of S²**: 0.7711
**Frontier orbital gap**: 2.16 eV

---

[2]
C28H27FeN6OS2 | ωB97M-V/def2-TZVPD

Geometry as ORCA input:
```
! RIJCOSX wB97M-V def2-TZVPD def2/J DEFGRID3
* xyz -1 5
Fe -0.168 0.296 0.725
S -0.636 2.402 2.668
C 0.989 2.016 3.084
S 1.986 1.299 1.865
C 1.477 2.178 4.383
C 0.722 2.830 5.404
N 0.154 3.374 6.249
C 2.745 1.658 4.777
N 3.750 1.207 5.124
N -0.046 2.788 -0.565
C -0.571 2.748 -1.853
C 0.164 3.282 -2.917
C -0.311 3.248 -4.219
C -1.550 2.684 -4.478
C -2.286 2.161 -3.422
C -1.830 2.168 -2.104
C -2.670 1.567 -1.027
C -4.051 1.811 -1.093
C -4.932 1.234 -0.200
C -4.440 0.391 0.786
C -3.074 0.162 0.863
C -2.137 0.732 -0.021
H 0.776 3.363 -0.450
H -0.706 2.974 0.188
H 1.116 3.760 -2.702
H 0.279 3.677 -5.021
H -1.937 2.644 -5.489
H -3.243 1.699 -3.630
H -4.438 2.501 -1.837
H -5.992 1.449 -0.264
H -5.120 -0.072 1.494
H -2.718 -0.484 1.659
O -0.458 -0.731 3.003
C 0.607 -1.624 3.336
C 0.081 -3.061 3.327
C -0.939 -3.322 2.201
C -0.398 -3.204 0.796
C 0.359 -4.239 0.249
C 0.737 -4.181 -1.080
C 0.315 -3.106 -1.843
C -0.403 -2.104 -1.217
N -0.715 -2.115 0.081
H -0.380 0.110 3.498
H 1.019 -1.370 4.312
H 1.412 -1.507 2.607
H -0.413 -3.269 4.279
H 0.933 -3.741 3.237
H -1.750 -2.608 2.308
H -1.351 -4.326 2.322
H 0.606 -5.099 0.860
H 1.332 -4.974 -1.519
H 0.554 -3.033 -2.896
H -0.750 -1.232 -1.762
C 3.909 -0.060 -3.482
N 3.226 -0.329 -2.233
C 3.688 -1.106 -1.196
C 2.723 -1.060 -0.237
N 1.680 -0.276 -0.669
C 2.013 0.142 -1.865
H 4.765 -0.725 -3.566
H 4.264 0.970 -3.523
H 3.243 -0.236 -4.325
H 4.649 -1.592 -1.226
H 2.727 -1.516 0.741
H 1.414 0.778 -2.495
*
```

Results
**Expectation value of S²**: 6.0120
**Energy above the lowest of the compared OMol25 structures with the same formula, charge and spin**: 15.4 kcal per mole
**Frontier orbital gap (spin up / spin down)**: 6.14 / 6.39 eV

---

[3]
C31H59NO15 | ωB97M-V/def2-TZVPD

Geometry as ORCA input:
```
! RIJCOSX wB97M-V def2-TZVPD def2/J DEFGRID3
* xyz 0 1
C -35.551 -16.220 -21.994
C -35.896 -15.893 -23.434
O -34.905 -16.044 -24.491
C -34.558 -17.292 -24.813
C -33.671 -17.367 -26.037
O -34.831 -18.387 -24.272
H -34.590 -15.777 -21.732
H -35.512 -17.294 -21.816
H -36.280 -15.802 -21.299
H -36.731 -16.554 -23.661
H -36.250 -14.863 -23.380
H -33.868 -16.533 -26.710
H -34.032 -18.267 -26.533
H -32.679 -17.565 -25.630
C -18.890 -21.658 -28.910
C -19.922 -22.549 -28.147
O -20.338 -21.923 -26.871
C -21.462 -21.216 -26.838
C -21.544 -20.261 -25.667
O -22.330 -21.338 -27.693
H -17.810 -21.764 -28.806
H -19.232 -20.643 -28.707
H -19.086 -21.621 -29.982
H -20.708 -22.739 -28.877
H -19.464 -23.493 -27.852
H -22.125 -19.479 -26.157
H -20.503 -20.018 -25.454
H -22.082 -20.713 -24.833
C -24.954 -9.732 -15.711
C -24.025 -8.914 -14.669
O -22.677 -9.199 -14.937
C -21.884 -8.326 -15.425
C -20.622 -8.867 -16.133
O -22.110 -7.127 -15.328
H -24.661 -10.760 -15.921
H -24.946 -9.266 -16.696
H -25.978 -9.697 -15.339
H -24.345 -7.873 -14.636
H -24.186 -9.379 -13.696
H -19.787 -8.230 -15.841
H -20.632 -8.776 -17.219
H -20.438 -9.902 -15.844
C -31.545 -22.238 -19.561
C -32.006 -23.716 -19.525
O -31.830 -24.136 -18.244
C -32.713 -25.028 -17.724
C -32.214 -25.468 -16.367
O -33.633 -25.567 -18.232
H -30.510 -22.214 -19.901
H -31.704 -21.591 -18.699
H -32.048 -21.618 -20.303
H -33.061 -23.807 -19.782
H -31.428 -24.273 -20.263
H -31.326 -26.081 -16.523
H -33.006 -25.948 -15.793
H -31.976 -24.584 -15.774
C -24.666 -13.645 -30.476
C -24.096 -14.447 -29.350
O -23.066 -13.624 -28.817
C -21.829 -14.042 -28.677
C -20.900 -13.062 -28.098
O -21.422 -15.192 -28.921
H -23.836 -13.346 -31.117
H -25.135 -12.752 -30.064
H -25.365 -14.219 -31.084
H -24.821 -14.589 -28.549
H -23.756 -15.443 -29.632
H -20.004 -12.899 -28.698
H -20.604 -13.465 -27.129
H -21.457 -12.133 -27.977
C -31.848 -8.074 -19.078
C -32.795 -8.700 -20.147
O -32.008 -9.050 -21.225
C -31.257 -10.145 -21.208
C -30.449 -10.306 -22.399
O -31.316 -11.066 -20.403
H -30.855 -8.508 -18.959
H -32.461 -8.196 -18.185
H -31.662 -7.009 -18.940
H -33.307 -9.570 -19.735
H -33.601 -8.068 -20.520
H -29.545 -9.701 -22.337
H -30.949 -9.920 -23.288
H -30.241 -11.370 -22.508
O -23.774 -6.971 -21.662
C -23.009 -5.997 -21.682
O -22.571 -5.341 -20.618
C -21.761 -4.290 -20.943
C -21.537 -4.349 -22.469
O -22.523 -5.369 -22.784
H -22.323 -3.396 -20.670
H -20.789 -4.188 -20.462
H -20.491 -4.553 -22.698
H -21.848 -3.441 -22.986
C -22.991 -14.161 -21.808
C -23.706 -14.897 -20.639
C -25.244 -15.181 -20.755
C -25.750 -15.942 -21.910
N -26.153 -16.601 -22.746
H -23.281 -13.115 -21.909
H -23.268 -14.579 -22.775
H -21.908 -14.291 -21.823
H -23.576 -14.253 -19.770
H -23.147 -15.770 -20.303
H -25.605 -14.153 -20.743
H -25.563 -15.616 -19.808
*
```

Results
**Frontier orbital gap**: 10.30 eV
**SMILES**: CCOC(C)=O.CCOC(C)=O.CCOC(C)=O.CCOC(C)=O.CCOC(C)=O.CCOC(C)=O.O=C1OCCO1.CCCC#N

---

| no. | electronic energy (eV) |
| --- | --- |
| 1 | -351351.1737 |
| 2 | -96522.1264 |
| 3 | -65303.6003 |